1.
Below is C46H55AlO2SSbSe as an isolated structure in a non-equilibrium geometry, with properties calculated with ωB97M-V/def2-TZVPD.

Positions of all 107 atoms, in Å:
Al 0.317 -1.939 -1.206
C 3.976 -1.902 4.322
C 3.561 -0.761 3.354
C 4.763 0.260 3.109
C 2.417 0.087 3.879
C 3.210 -1.374 2.037
C 2.032 -2.104 1.934
C 1.623 -2.594 0.706
Se 0.070 -3.743 0.461
C -1.432 -2.520 0.655
C -2.024 -2.357 1.905
C -3.256 -1.721 2.029
C -3.937 -1.402 0.828
C -3.395 -1.586 -0.447
C -2.056 -2.095 -0.506
O -1.314 -2.086 -1.678
C -4.306 -1.501 -1.720
C -4.367 -2.921 -2.244
C -3.723 -0.549 -2.750
C -5.732 -1.129 -1.418
C -3.682 -1.296 3.430
C -5.154 -0.774 3.428
C -3.579 -2.538 4.355
C -2.658 -0.265 3.959
C 2.397 -2.436 -0.431
O 1.800 -2.787 -1.634
C 3.633 -1.747 -0.343
C 3.996 -1.224 0.897
C 4.617 -1.670 -1.537
C 5.804 -0.840 -1.223
C 4.964 -3.150 -1.806
C 3.927 -1.044 -2.765
H 4.269 -1.506 5.305
H 3.085 -2.521 4.466
H 4.761 -2.484 3.885
H 4.960 0.807 4.037
H 5.657 -0.277 2.808
H 4.461 0.945 2.317
H 2.712 0.508 4.868
H 2.231 0.894 3.175
H 1.539 -0.544 3.992
H 1.303 -2.326 2.737
H -1.463 -2.671 2.778
H -4.929 -1.000 0.859
H -3.368 -3.245 -2.460
H -4.866 -3.557 -1.505
H -4.983 -2.958 -3.160
H -2.740 -0.905 -3.075
H -4.386 -0.524 -3.627
H -3.557 0.459 -2.352
H -6.165 -1.811 -0.702
H -5.834 -0.150 -0.966
H -6.349 -1.148 -2.282
H -5.839 -1.519 2.988
H -5.369 -0.545 4.490
H -5.253 0.139 2.875
H -3.941 -3.438 3.884
H -2.548 -2.764 4.712
H -4.145 -2.400 5.316
H -2.557 0.610 3.317
H -2.840 0.041 4.988
H -1.681 -0.734 3.953
H 4.894 -0.631 0.913
H 6.399 -1.271 -0.422
H 6.492 -0.720 -2.071
H 5.524 0.154 -0.968
H 5.511 -3.494 -0.928
H 4.055 -3.723 -1.929
H 5.504 -3.250 -2.757
H 3.413 -0.131 -2.382
H 4.617 -0.769 -3.508
H 3.199 -1.736 -3.201
S 0.844 0.083 -0.258
Sb 0.219 1.996 -1.299
C 1.356 3.517 -0.401
C 0.782 4.213 0.641
C 1.558 5.083 1.382
C 2.931 5.246 1.119
C 3.492 4.626 0.001
C 2.662 3.784 -0.747
C -1.847 2.360 -0.942
C -2.529 3.094 -1.885
C -3.881 3.374 -1.674
C -4.535 2.842 -0.553
C -3.853 2.028 0.312
C -2.501 1.808 0.132
C 0.559 2.059 -3.397
C -0.001 1.050 -4.200
C 0.168 1.064 -5.585
C 0.763 2.152 -6.226
C 1.282 3.157 -5.419
C 1.198 3.106 -4.030
H -0.228 4.053 0.937
H 1.150 5.412 2.317
H 3.486 5.825 1.840
H 4.548 4.751 -0.283
H 3.065 3.272 -1.613
H -2.066 3.549 -2.727
H -4.376 3.974 -2.419
H -5.579 3.094 -0.400
H -4.379 1.566 1.151
H -1.935 1.183 0.827
H -0.471 0.183 -3.703
H -0.309 0.233 -6.142
H 0.863 2.170 -7.272
H 1.759 4.002 -5.907
H 1.547 3.992 -3.521

Kohn-Sham gap (eV): 8.35
Relative energy (zero: lowest compared OMol25 entry of this formula, charge and spin) (eV): 0.000
Total charge: +1
LUMO energy (eV): -2.44

***

2.
Below is C8H12CrO8 as an isolated structure in a non-equilibrium geometry, with properties calculated with ωB97M-V/def2-TZVPD.

Positions of all 29 atoms, in Å:
Cr -0.143 -0.114 -0.236
C -1.241 -3.139 2.213
C -0.846 -1.945 1.373
O 0.354 -1.563 1.380
O -1.715 -1.377 0.642
H -0.832 -3.006 3.217
H -0.769 -4.024 1.783
H -2.320 -3.253 2.254
C -0.662 -0.738 -4.308
C -0.455 -0.502 -2.826
O 0.201 -1.353 -2.171
O -0.954 0.519 -2.290
H 0.245 -1.163 -4.748
H -0.912 0.183 -4.829
H -1.450 -1.482 -4.442
C -1.679 3.932 1.015
C -1.376 2.483 1.419
O -1.392 2.207 2.638
O -1.135 1.729 0.438
H -0.825 4.318 0.448
H -1.903 4.572 1.865
H -2.509 3.958 0.298
C 3.462 -0.618 0.835
C 2.851 0.755 0.514
O 1.731 0.723 -0.089
O 3.496 1.755 0.814
H 3.883 -1.084 -0.055
H 2.672 -1.263 1.234
H 4.221 -0.510 1.612

Kohn-Sham gap (spin up / spin down) (eV): 5.54 / 7.51
Relative energy (zero: lowest compared OMol25 entry of this formula, charge and spin) (eV): 0.000
Spin multiplicity: 5
Total charge: -2
LUMO energy (spin up / spin down) (eV): 5.38 / 5.38

***

3.
Below is C16H28F12KN2O14S4 as an isolated structure in a non-equilibrium geometry, with properties calculated with ωB97M-V/def2-TZVPD.

Positions of all 77 atoms, in Å:
K -0.154 -1.507 2.587
C -2.882 -2.765 -4.156
F -3.409 -4.008 -4.010
F -2.792 -2.408 -5.469
F -3.579 -1.800 -3.595
S -1.131 -3.026 -3.363
O -1.348 -2.865 -1.947
O -0.662 -4.342 -3.804
N -0.216 -1.718 -4.064
S 1.199 -1.887 -3.619
O 1.304 -1.656 -2.183
O 1.915 -2.975 -4.216
C 2.018 -0.358 -4.471
F 1.937 -0.456 -5.773
F 1.348 0.710 -3.985
F 3.278 -0.394 -4.081
C -5.626 -1.933 4.374
F -5.825 -0.901 5.142
F -6.746 -2.503 4.271
F -5.142 -1.598 3.167
S -4.393 -3.189 5.319
O -5.122 -3.853 6.390
O -3.922 -4.146 4.263
N -3.122 -2.091 5.844
S -2.898 -2.459 7.310
O -3.903 -1.987 8.262
O -2.493 -3.902 7.400
C -1.275 -1.437 7.709
F -1.539 -0.116 7.706
F -0.829 -1.844 8.927
F -0.395 -1.756 6.693
C 2.436 1.858 2.942
O 2.733 0.553 3.555
C 4.079 0.149 3.360
C 4.241 -1.274 3.829
O 3.477 -2.212 3.084
C 3.672 -3.577 3.454
C 2.915 -4.405 2.346
O 1.514 -4.366 2.514
C 1.055 -5.302 3.485
H 1.452 2.104 3.341
H 2.594 1.826 1.864
H 3.139 2.672 3.119
H 4.727 0.813 3.933
H 4.294 0.217 2.293
H 3.999 -1.307 4.891
H 5.297 -1.542 3.815
H 3.355 -3.730 4.486
H 4.713 -3.894 3.399
H 3.222 -5.441 2.205
H 3.055 -3.960 1.361
H 0.092 -5.645 3.107
H 1.054 -5.033 4.541
H 1.555 -6.268 3.419
C -2.222 3.467 -1.381
O -1.153 3.912 -2.290
C -1.157 5.323 -2.384
C -0.215 5.888 -3.487
O -0.552 5.464 -4.781
C 0.249 6.123 -5.801
C -0.035 5.511 -7.222
O 0.524 4.209 -7.305
C 0.437 3.681 -8.618
H -2.195 2.385 -1.254
H -3.155 3.771 -1.855
H -2.206 3.858 -0.364
H -0.929 5.581 -1.350
H -2.132 5.807 -2.436
H 0.753 5.597 -3.079
H -0.292 6.974 -3.430
H 1.324 6.106 -5.625
H 0.004 7.185 -5.821
H 0.395 6.140 -8.001
H -1.114 5.416 -7.346
H 1.293 3.037 -8.821
H 0.566 4.389 -9.437
H -0.455 3.112 -8.881

Kohn-Sham gap (eV): 7.39
Relative energy (zero: lowest compared OMol25 entry of this formula, charge and spin) (eV): 6.356
Total charge: -1
LUMO energy (eV): 1.01

***

4.
Below is C2H4N4Te4Tl as an isolated structure in a non-equilibrium geometry, with properties calculated with ωB97M-V/def2-TZVPD.

Positions of all 15 atoms, in Å:
Tl -0.163 -0.919 -3.902
Te 2.014 1.288 -3.738
Te 0.445 3.423 -3.230
Te -0.868 2.542 -1.055
Te -2.337 0.559 -2.189
N 0.348 -0.718 3.055
C 0.210 -0.720 1.684
N -0.868 -0.079 1.212
N 1.163 -1.332 1.003
C 0.886 -1.465 -0.298
N 0.655 -1.580 -1.429
H 0.032 0.123 3.512
H 1.256 -1.031 3.359
H -1.679 -0.013 1.805
H -1.094 -0.077 0.211

Kohn-Sham gap (eV): 5.50
Relative energy (zero: lowest compared OMol25 entry of this formula, charge and spin) (eV): 0.271
Total charge: -1
LUMO energy (eV): 2.32

***

Q: Among the records above, which one has the highest total charge?
A: C46H55AlO2SSbSe

***

Copy entry 4 word for word.
Below is C2H4N4Te4Tl as an isolated structure in a non-equilibrium geometry, with properties calculated with ωB97M-V/def2-TZVPD.

Positions of all 15 atoms, in Å:
Tl -0.163 -0.919 -3.902
Te 2.014 1.288 -3.738
Te 0.445 3.423 -3.230
Te -0.868 2.542 -1.055
Te -2.337 0.559 -2.189
N 0.348 -0.718 3.055
C 0.210 -0.720 1.684
N -0.868 -0.079 1.212
N 1.163 -1.332 1.003
C 0.886 -1.465 -0.298
N 0.655 -1.580 -1.429
H 0.032 0.123 3.512
H 1.256 -1.031 3.359
H -1.679 -0.013 1.805
H -1.094 -0.077 0.211

Kohn-Sham gap (eV): 5.50
Relative energy (zero: lowest compared OMol25 entry of this formula, charge and spin) (eV): 0.271
Total charge: -1
LUMO energy (eV): 2.32

***

Q: relative energy (zero: lowest compared OMol25 entry of this formula, charge and spin) of number 1 (C46H55AlO2SSbSe)?
A: 0.000 eV

***

Q: The highest total charge belongs to which entry?
A: C46H55AlO2SSbSe